Computed, not measured: a cluster of 2 separate species, C2H5NOS2 in total at a distorted geometry, with ωB97M-V/def2-TZVPD.

Its HOMO energy is -8.7 eV. The maximum force comes out at 0.040 hartree/bohr. The value obtained for the LUMO energy is -0.014 Ha. The total charge is 0. Its spin multiplicity is 1.

XYZ file:
```
11
Properties=species:S:1:pos:R:3:forces:R:3
O -0.851023 -1.901096 1.435549 0.7 -1.2 -0.9
C -1.011477 -0.584199 1.326695 -0.5 0.1 1.1
N -0.303855 0.183670 0.624033 -0.2 0.6 0.2
S -0.479296 1.901191 0.869477 -0.9 -1.1 1.4
H -0.137036 -2.235875 0.863357 -0.1 0.3 0.1
H -1.814523 -0.432129 2.053555 0.0 1.2 -0.3
H 0.073025 2.303129 -0.228759 0.7 0.1 -1.3
C 1.222874 0.022704 -1.701990 -0.9 1.8 -0.5
S 1.402568 1.307370 -2.635986 0.5 0.1 -0.6
H 0.457252 -0.662498 -1.921694 -0.5 -1.5 -0.6
H 1.441491 0.097734 -0.684237 1.2 -0.4 1.3
```
Positions in Å, forces in eV/Å.